Record 1
Below is a cluster of 9 separate species, C35H93N7O9 in total in a non-equilibrium geometry, with properties calculated with wB97M-V/def2-TZVPD.

Element x y z (Å)
1 C 32.44 1.79 26.86
2 C 31.68 0.80 25.95
3 C 30.52 0.14 26.73
4 C 31.02 1.51 24.80
5 C 31.99 2.04 23.74
6 C 32.74 0.82 23.21
7 C 33.52 0.03 24.32
8 C 34.13 -1.25 23.72
9 C 34.70 0.94 24.68
10 N 32.58 -0.24 25.41
11 O 33.16 -1.00 26.46
12 H 33.12 2.42 26.30
13 H 31.74 2.37 27.46
14 H 33.03 1.23 27.59
15 H 29.99 0.93 27.27
16 H 29.80 -0.34 26.07
17 H 30.88 -0.54 27.50
18 H 30.22 0.92 24.37
19 H 30.55 2.42 25.19
20 H 31.30 2.41 22.97
21 H 32.62 2.88 24.03
22 H 33.36 1.01 22.33
23 H 31.99 0.16 22.76
24 H 34.71 -1.08 22.82
25 H 33.31 -1.92 23.44
26 H 34.75 -1.77 24.45
27 H 35.28 0.50 25.49
28 H 34.38 1.95 24.90
29 H 35.44 0.99 23.88
30 H 32.92 -1.89 26.16
31 C 29.21 -4.29 21.11
32 O 28.25 -4.67 20.12
33 C 28.83 -4.81 18.83
34 C 27.96 -4.11 17.77
35 C 28.19 -4.77 16.39
36 N 28.28 -2.69 17.71
37 H 30.01 -4.99 21.31
38 H 28.66 -4.17 22.05
39 H 29.53 -3.27 20.90
40 H 29.85 -4.45 18.67
41 H 28.94 -5.87 18.59
42 H 26.88 -4.25 17.91
43 H 27.53 -4.25 15.69
44 H 27.89 -5.81 16.38
45 H 29.22 -4.59 16.06
46 H 27.87 -2.31 18.55
47 H 29.29 -2.60 17.75
48 C 27.57 -1.94 29.50
49 O 26.76 -1.46 28.44
50 C 26.87 -0.06 28.21
51 C 25.91 0.37 27.11
52 C 26.44 0.04 25.71
53 N 25.74 1.84 27.14
54 H 28.62 -1.97 29.20
55 H 27.36 -2.99 29.71
56 H 27.26 -1.37 30.38
57 H 26.62 0.45 29.15
58 H 27.89 0.27 27.97
59 H 25.01 -0.23 27.27
60 H 25.61 0.17 25.02
61 H 26.83 -0.98 25.60
62 H 27.32 0.64 25.47
63 H 25.10 2.04 26.38
64 H 25.23 1.94 28.02
65 C 25.03 -1.95 20.81
66 O 25.74 -0.73 20.90
67 C 27.14 -0.92 20.70
68 C 27.85 0.33 21.24
69 C 29.29 0.51 20.85
70 N 27.70 0.36 22.70
71 H 25.10 -2.24 19.75
72 H 23.97 -1.79 20.96
73 H 25.33 -2.72 21.52
74 H 27.59 -1.87 21.01
75 H 27.18 -0.85 19.60
76 H 27.23 1.15 20.85
77 H 29.92 -0.28 21.28
78 H 29.69 1.45 21.22
79 H 29.40 0.51 19.76
80 H 28.07 -0.56 22.95
81 H 26.72 0.23 22.96
82 C 35.62 -5.18 22.02
83 O 34.57 -6.04 22.42
84 C 34.10 -5.71 23.71
85 C 32.91 -6.56 24.08
86 C 31.65 -6.17 23.30
87 N 32.67 -6.46 25.53
88 H 36.06 -5.55 21.09
89 H 36.44 -5.23 22.73
90 H 35.27 -4.16 21.83
91 H 34.92 -5.97 24.39
92 H 33.92 -4.64 23.84
93 H 33.15 -7.58 23.78
94 H 31.82 -6.31 22.23
95 H 31.38 -5.11 23.36
96 H 30.88 -6.81 23.71
97 H 31.87 -7.08 25.71
98 H 33.40 -7.01 25.99
99 C 25.93 -3.63 25.04
100 O 27.31 -3.70 25.37
101 C 27.55 -4.01 26.75
102 C 27.92 -5.48 26.91
103 C 28.30 -5.85 28.32
104 N 29.05 -5.79 26.01
105 H 25.79 -3.54 23.96
106 H 25.43 -2.83 25.58
107 H 25.39 -4.55 25.29
108 H 28.44 -3.38 26.88
109 H 26.79 -3.68 27.45
110 H 27.06 -6.08 26.60
111 H 27.50 -5.61 29.04
112 H 29.27 -5.48 28.64
113 H 28.30 -6.94 28.44
114 H 28.79 -5.63 25.04
115 H 29.82 -5.15 26.15
116 C 32.57 -2.69 20.97
117 O 31.99 -2.48 19.67
118 C 32.20 -1.11 19.28
119 C 31.33 -0.73 18.12
120 C 31.54 -1.52 16.83
121 N 31.53 0.69 17.80
122 H 32.57 -3.78 21.09
123 H 32.09 -2.14 21.77
124 H 33.63 -2.48 20.78
125 H 32.20 -0.31 20.03
126 H 33.26 -1.16 18.97
127 H 30.27 -0.89 18.36
128 H 31.53 -2.61 16.95
129 H 32.53 -1.25 16.45
130 H 30.81 -1.33 16.04
131 H 31.75 1.18 18.67
132 H 30.59 1.00 17.58
133 C 29.95 -2.34 23.89
134 O 28.58 -2.21 23.57
135 H 30.45 -3.26 23.56
136 H 30.47 -1.42 23.64
137 H 30.00 -2.45 24.99
138 H 28.04 -2.83 24.09
139 C 31.54 -3.51 27.77
140 O 32.26 -3.63 26.56
141 H 31.25 -4.50 28.15
142 H 32.15 -3.09 28.57
143 H 30.62 -2.94 27.62
144 H 32.48 -4.55 26.39

Calculated values
- HOMO-LUMO gap: 8.5020 eV
- 2S+1: 1
- Structure (SMILES): CC1(C)CCCC(C)(C)N1O.COC[C@H](C)N.COC[C@H](C)N.COC[C@H](C)N.COC[C@H](C)N.COC[C@H](C)N.COC[C@H](C)N.CO.CO
- Lowest unoccupied orbital energy: 0.569 eV
- Energy relative to the best compared isomer or geometry (same formula, charge and spin): 16.9 kcal/mol


Record 2
Below is a cluster of 10 separate species, C35H95N5O10 in total in a non-equilibrium geometry, with properties calculated with wB97M-V/def2-TZVPD.

Element x y z (Å)
1 C -6.45 -2.94 2.33
2 C -5.09 -2.89 2.98
3 C -3.96 -2.35 2.10
4 O -3.64 -3.18 1.03
5 C -2.55 -2.71 0.26
6 N -5.18 -2.25 4.31
7 H -7.36 -3.23 2.86
8 H -6.37 -3.58 1.45
9 H -6.69 -1.97 1.90
10 H -4.86 -3.94 3.15
11 H -3.04 -2.17 2.67
12 H -4.30 -1.41 1.66
13 H -2.83 -1.69 -0.01
14 H -2.41 -3.28 -0.65
15 H -1.59 -2.66 0.77
16 H -5.34 -1.28 4.05
17 H -6.07 -2.48 4.72
18 C 2.06 4.62 2.11
19 C 1.09 4.82 0.96
20 C -0.33 4.36 1.33
21 O -1.21 4.40 0.15
22 C -2.54 4.50 0.56
23 N 1.08 6.14 0.39
24 H 2.97 5.22 2.04
25 H 2.45 3.60 2.09
26 H 1.65 4.86 3.09
27 H 1.40 4.17 0.14
28 H -0.68 5.06 2.08
29 H -0.43 3.38 1.80
30 H -2.78 3.62 1.17
31 H -3.23 4.56 -0.28
32 H -2.74 5.42 1.11
33 H 1.87 6.16 -0.24
34 H 0.31 6.10 -0.26
35 C 1.56 3.15 -2.96
36 C 0.36 3.76 -3.61
37 C -0.97 2.92 -3.44
38 O -0.90 1.55 -3.83
39 C -0.59 1.40 -5.20
40 N 0.26 5.07 -3.00
41 H 2.37 3.88 -2.94
42 H 2.02 2.29 -3.45
43 H 1.32 2.86 -1.93
44 H 0.50 3.87 -4.69
45 H -1.80 3.43 -3.94
46 H -1.22 2.92 -2.38
47 H -1.00 2.17 -5.84
48 H -0.80 0.39 -5.54
49 H 0.49 1.53 -5.31
50 H 0.02 4.88 -2.04
51 H -0.64 5.44 -3.29
52 C 0.55 1.33 4.33
53 C -0.02 0.18 5.21
54 C -0.28 -1.06 4.33
55 O 0.98 -1.67 3.89
56 C 0.77 -2.58 2.83
57 N 0.98 -0.08 6.28
58 H 0.46 2.27 4.87
59 H -0.01 1.41 3.40
60 H 1.60 1.27 4.06
61 H -0.94 0.43 5.73
62 H -0.92 -0.80 3.49
63 H -0.89 -1.76 4.91
64 H 1.68 -2.96 2.37
65 H 0.13 -2.16 2.05
66 H 0.10 -3.32 3.28
67 H 1.86 -0.33 5.84
68 H 1.16 0.72 6.86
69 C 0.35 -2.20 -4.21
70 C -1.16 -2.20 -4.00
71 C -1.78 -3.65 -3.86
72 O -1.72 -4.22 -5.17
73 C -2.33 -5.49 -5.18
74 N -1.48 -1.45 -2.82
75 H 0.76 -1.20 -4.39
76 H 0.60 -2.87 -5.03
77 H 0.92 -2.60 -3.37
78 H -1.58 -1.67 -4.85
79 H -2.82 -3.73 -3.53
80 H -1.25 -4.22 -3.09
81 H -2.12 -6.03 -6.11
82 H -3.42 -5.46 -5.16
83 H -2.05 -6.14 -4.35
84 H -2.47 -1.30 -2.76
85 H -1.09 -0.53 -2.97
86 C 5.31 2.11 3.71
87 C 5.16 0.60 3.85
88 C 4.24 -0.06 2.92
89 O 6.48 0.13 3.64
90 H 5.71 2.31 2.71
91 H 6.04 2.55 4.39
92 H 4.35 2.60 3.83
93 H 4.89 0.44 4.90
94 H 4.01 -1.04 3.36
95 H 4.57 -0.13 1.89
96 H 3.27 0.43 2.85
97 H 6.78 -0.02 4.54
98 C 5.67 -0.31 -1.14
99 C 5.85 1.12 -1.37
100 C 4.54 1.79 -1.78
101 O 6.19 1.79 -0.19
102 H 4.81 -0.56 -0.52
103 H 6.55 -0.64 -0.57
104 H 5.70 -0.89 -2.06
105 H 6.68 1.34 -2.04
106 H 3.69 1.59 -1.13
107 H 4.23 1.41 -2.76
108 H 4.76 2.85 -1.90
109 H 6.85 1.25 0.24
110 C -4.54 1.61 -1.90
111 C -4.93 0.25 -1.22
112 C -6.39 0.08 -0.79
113 O -4.51 -0.72 -2.14
114 H -5.14 1.81 -2.78
115 H -3.50 1.68 -2.23
116 H -4.70 2.46 -1.23
117 H -4.36 0.17 -0.30
118 H -7.09 0.13 -1.62
119 H -6.72 0.96 -0.24
120 H -6.58 -0.81 -0.18
121 H -5.20 -0.79 -2.80
122 C 2.88 -3.55 -0.38
123 C 1.79 -4.55 -0.68
124 C 1.97 -5.74 0.27
125 O 0.53 -4.03 -0.41
126 H 3.86 -3.95 -0.11
127 H 2.63 -2.90 0.47
128 H 3.01 -2.89 -1.24
129 H 1.88 -5.02 -1.66
130 H 2.93 -6.22 0.10
131 H 1.15 -6.45 0.16
132 H 1.90 -5.37 1.29
133 H 0.53 -3.09 -0.61
134 C -0.89 0.57 -0.01
135 C 0.50 0.05 -0.49
136 C 1.54 0.25 0.57
137 O 0.38 -1.29 -0.71
138 H -0.73 1.57 0.39
139 H -1.35 0.02 0.81
140 H -1.63 0.68 -0.80
141 H 0.74 0.51 -1.45
142 H 2.50 -0.14 0.23
143 H 1.23 -0.18 1.52
144 H 1.62 1.32 0.75
145 H -0.38 -1.44 -1.28

Calculated values
- Total charge: -1
- ⟨S²⟩: 0.75
- HOMO-LUMO gap (alpha / beta): 1.4609 / 9.3145 eV
- 2S+1: 2
- Lowest unoccupied orbital energy (alpha / beta): 2.095 / 2.073 eV